[1]
DFT (ωB97M-V with the def2-TZVPD basis set) results for one molecule with the formula CH2IOP in a non-equilibrium geometry.

As for the highest occupied orbital energy: -9.281 eV. As for the net charge: 0. The SMILES is O=CPI. The value obtained for the gap between HOMO and LUMO is 8.60 eV. Its relative energy (zero: lowest compared OMol25 entry of this formula, charge and spin) is 29.4 kJ/mol. The electronic energy is -20505.4546 eV.

Cartesian coordinates (Å):
C  0.784  -0.403  0.378
O  1.483  -1.008  -0.345
P  -0.273  1.116  -0.116
I  -2.475  0.030  0.071
H  0.862  -0.542  1.570
H  -0.382  0.807  -1.559

---

[2]
DFT (ωB97M-V with the def2-TZVPD basis set) results for CH2MgO4 as an isolated structure in a non-equilibrium geometry.

As for the highest occupied orbital energy (spin up / spin down): -14.531 / -14.529 eV. As for the net charge: +1. As for the expectation value of S²: 0.754. Its spin multiplicity is 2. The value obtained for the gap between HOMO and LUMO (spin up / spin down) is 8.92 / 5.82 eV. Its relative energy (zero: lowest compared OMol25 entry of this formula, charge and spin) is 0.0 kJ/mol. The electronic energy is -14696.5039 eV.

Cartesian coordinates (Å):
O  -0.011  -0.755  0.158
Mg  -1.312  0.576  -0.479
O  -1.362  2.373  -0.857
H  -0.946  3.097  -0.391
C  1.169  -0.941  0.474
O  1.411  -1.147  1.724
O  2.169  -1.066  -0.322
H  2.002  -0.671  -1.194

---

[3]
DFT (ωB97M-V with the def2-TZVPD basis set) results for one molecule with the formula CH2N2 in a non-equilibrium geometry.

As for the highest occupied orbital energy: -10.262 eV. As for the net charge: 0. The SMILES is N=C=N. The value obtained for the gap between HOMO and LUMO is 11.09 eV. Its relative energy (zero: lowest compared OMol25 entry of this formula, charge and spin) is 136.6 kJ/mol. The electronic energy is -4047.5991 eV.

Cartesian coordinates (Å):
C  -0.005  -0.450  -0.080
N  1.326  -0.505  0.060
N  -1.329  -0.555  0.043
H  -2.005  0.212  0.191
H  2.053  -0.594  -0.759

---

[4]
DFT (ωB97M-V with the def2-TZVPD basis set) results for one molecule with the formula CH2N2O in a non-equilibrium geometry.

As for the highest occupied orbital energy (spin up / spin down): -11.186 / -10.642 eV. As for the net charge: 0. The value obtained for the gap between HOMO and LUMO (spin up / spin down) is 9.10 / 7.60 eV. Its relative energy (zero: lowest compared OMol25 entry of this formula, charge and spin) is 525.7 kJ/mol. The electronic energy is -6091.5632 eV.

Cartesian coordinates (Å):
N  0.621  0.552  -0.376
N  -1.377  -0.919  -0.798
C  -0.535  -0.811  0.040
O  0.215  -0.834  1.078
H  1.206  0.760  0.435
H  -0.129  1.253  -0.379